124
Properties=species:S:1:pos:R:3 method="wB97M-V/def2-TZVPD" smiles="C#C[C@H]1OS(=O)(=O)[C@H](C[C@H]2CO2)[C@](Cl)(B(C)O)[C@@]1(CCCCCN)CCC(=O)O.CC#N.CC#N.CC#N.CC#N.CC#N.CC#N.CC#N.CC#N.CC#N.CC#N.CC#N" total_charge=0 orbital_gap_ha=0.3117 homo_ev=-8.65 total_energy_ev=-98717.90026 molar_mass_da=901.35
C -2.60269 -1.45929 -3.21961
C -1.56065 -1.01900 -2.54634
C -0.24497 -0.43180 -1.85723
O 0.92869 -0.85369 -2.60039
S 0.90463 -0.37977 -4.21120
O 2.32670 -0.27241 -4.78470
O 0.20568 -1.38177 -5.14225
C 0.06944 1.30840 -4.23616
C 0.39815 2.18669 -5.52479
C -1.11286 2.65316 -6.25424
C -1.41923 4.31603 -6.19720
O -0.99895 3.50235 -7.51833
C 0.30160 2.03715 -2.78613
Cl -0.52648 3.70899 -2.98794
B 1.89929 2.37902 -2.71789
C 2.43710 3.92872 -2.96696
O 2.95218 1.41804 -2.39421
C -0.29360 1.18359 -1.53134
C 0.59149 1.31759 -0.16150
C 0.59980 2.79008 0.49807
C 0.26393 2.84016 2.07299
C 1.40459 2.25331 3.04432
C 2.88756 2.85239 2.82241
N 2.94557 4.30657 2.46252
C -1.79220 1.65596 -1.13904
C -2.53701 0.77702 -0.00646
C -3.17153 1.62841 1.20218
O -3.50734 2.85070 1.17133
O -3.42101 0.92445 2.46460
H -3.53476 -1.82110 -3.78895
H -0.16795 -0.94466 -0.81105
H -1.07437 1.06746 -4.26715
H 0.86574 3.21554 -5.36115
H 0.97561 1.62267 -6.35753
H -2.05976 1.90143 -6.11693
H -2.53813 4.56600 -6.14579
H -0.59435 5.02969 -5.84793
H 2.09459 4.37110 -3.96890
H 3.58450 3.95730 -2.88133
H 2.02877 4.56897 -2.07817
H 3.70721 1.70528 -2.98389
H 0.09737 0.62950 0.64822
H 1.65411 0.84160 -0.26883
H -0.05749 3.57259 -0.02640
H 1.69499 3.18552 0.38423
H 0.04671 3.93179 2.36578
H -0.68275 2.17772 2.24294
H 1.09997 2.53118 4.13667
H 1.49470 1.09332 3.03020
H 3.33601 2.27462 1.90833
H 3.61735 2.68249 3.69394
H 2.08080 4.81727 2.69351
H 3.22199 4.41303 1.47534
H -2.41620 1.57680 -2.12381
H -1.88573 2.74598 -0.79298
H -1.91421 -0.09035 0.42833
H -3.44354 0.26579 -0.54022
H -4.18260 0.31546 2.23860
C -1.71270 -2.44623 2.52897
C -0.49538 -1.57509 2.67756
N 0.47384 -0.88141 2.79560
H -1.40970 -3.49369 2.46144
H -2.36981 -2.31876 3.39171
H -2.25790 -2.17315 1.62283
C 1.85384 -4.55242 3.65426
C 0.62377 -4.98799 2.90596
N -0.35665 -5.33272 2.31063
H 1.75712 -4.81053 4.71051
H 2.73416 -5.05191 3.24545
H 1.98242 -3.47156 3.56220
C 4.66150 -1.72631 1.30069
C 4.22995 -1.71269 2.74194
N 3.88672 -1.70190 3.88782
H 5.39486 -2.51902 1.13991
H 3.79824 -1.90334 0.65602
H 5.11111 -0.76651 1.03852
C 0.94191 8.58245 -5.82376
C -0.17363 7.97012 -5.02097
N -1.06067 7.48326 -4.38264
H 1.18032 7.94331 -6.67631
H 0.64014 9.56588 -6.18921
H 1.83163 8.69149 -5.20045
C 2.87175 2.01373 7.08268
C 2.51433 3.27656 6.34569
N 2.22539 4.29342 5.75970
H 3.94559 1.83132 7.00792
H 2.59970 2.10759 8.13300
H 2.33596 1.16679 6.64989
C 2.51958 -3.84762 -6.37540
C 2.51902 -4.88309 -7.46749
N 2.51892 -5.70767 -8.33468
H 2.91546 -4.27947 -5.45382
H 3.14220 -2.99972 -6.66705
H 1.50152 -3.49614 -6.19499
C 3.21460 -8.01432 -5.25121
C 3.59213 -8.04202 -3.79476
N 3.89237 -8.06401 -2.63702
H 2.90905 -7.00609 -5.53707
H 4.06792 -8.31413 -5.86244
H 2.38673 -8.70213 -5.43393
C -6.48732 3.20651 2.15215
C -7.29031 1.98083 1.81222
N -7.92811 1.00508 1.54201
H -5.63137 3.28778 1.48009
H -7.10801 4.09879 2.04825
H -6.12694 3.14114 3.18062
C -10.27536 -1.76642 1.46750
C -11.07726 -2.99363 1.12765
N -11.71462 -3.96917 0.85753
H -9.41917 -1.68368 0.79547
H -10.89696 -0.87524 1.36301
H -9.91531 -1.83065 2.49609
C 0.64435 -1.22200 8.58330
C 1.78465 -0.32528 8.98152
N 2.69153 0.38797 9.29721
H -0.29641 -0.66989 8.63064
H 0.79455 -1.58348 7.56395
H 0.59021 -2.07684 9.26027
C 1.20172 -8.94443 4.25258
C 2.33101 -8.03710 4.65908
N 3.22919 -7.31539 4.98165
H 0.25441 -8.40384 4.30262
H 1.35739 -9.29641 3.23098
H 1.15683 -9.80491 4.92311

***

118
Properties=species:S:1:pos:R:3 method="wB97M-V/def2-TZVPD" total_charge=-1 orbital_gap_ha=0.2522 homo_ev=-4.33 total_energy_ev=-97411.19909 molar_mass_da=931.29
Pd 0.38104 -0.45160 -0.34687
C 2.51734 -3.28117 0.00987
C 3.49899 -2.10831 -0.05600
C 4.82093 -2.57748 -0.66588
P 2.62290 -0.67599 -0.81007
C 3.56027 0.87695 -0.50976
C 3.06436 1.92044 -1.51204
C 5.08169 0.78865 -0.51509
C 2.53215 -0.93398 -2.60572
C 3.60784 -1.29017 -3.41402
C 3.46908 -1.53113 -4.77322
C 4.64124 -1.95412 -5.61928
C 2.18732 -1.41426 -5.30633
C 1.10541 -1.02705 -4.54074
C 1.25114 -0.72962 -3.16971
N 0.21629 -0.31368 -2.36426
C -0.93528 0.29513 -2.86137
C -0.96833 1.06386 -4.03030
C -2.14955 1.63444 -4.47566
C -3.34907 1.47640 -3.79076
C -4.62871 2.10642 -4.27425
C -3.31087 0.75181 -2.60533
C -2.13553 0.19271 -2.12454
P -1.89927 -0.63799 -0.53468
C -2.46506 -2.39253 -0.74734
C -1.27892 -3.29047 -1.10036
C -3.57677 -2.56344 -1.78255
C -2.95697 0.00768 0.82762
C -4.47229 -0.00088 0.62926
C -2.48039 1.38062 1.29088
H 2.98002 -4.11929 0.53890
H 2.24993 -3.62133 -0.99558
H 1.60718 -3.00218 0.53932
H 3.65739 -1.76199 0.96916
H 4.64350 -3.17723 -1.56081
H 5.33219 -3.21688 0.05872
H 5.50042 -1.76847 -0.92669
H 3.20836 1.15846 0.48805
H 3.47316 1.72225 -2.50707
H 3.39615 2.91338 -1.19695
H 1.97588 1.92905 -1.58221
H 5.46123 0.43334 -1.47749
H 5.45733 0.13568 0.27335
H 5.50060 1.78486 -0.34845
H 4.59200 -1.38350 -2.97132
H 5.57192 -1.52251 -5.24714
H 4.51673 -1.63523 -6.65536
H 4.76476 -3.04090 -5.62430
H 2.02864 -1.63353 -6.35795
H 0.12981 -0.95588 -5.00059
H -0.05220 1.23502 -4.57901
H -2.13301 2.23497 -5.37959
H -4.60176 2.26950 -5.35263
H -4.80350 3.07231 -3.79678
H -5.48731 1.46944 -4.05279
H -4.22806 0.63719 -2.04069
H -2.83512 -2.68088 0.24308
H -0.84856 -3.00105 -2.06255
H -1.60895 -4.33100 -1.17083
H -0.49498 -3.21528 -0.34800
H -3.21770 -2.28098 -2.77385
H -4.45934 -1.96074 -1.57170
H -3.88446 -3.61180 -1.82080
H -2.70647 -0.71536 1.61388
H -4.78313 0.80649 -0.03437
H -4.95513 0.17382 1.59398
H -4.85303 -0.94360 0.23741
H -2.61167 2.11477 0.49230
H -1.42849 1.35856 1.57380
H -3.06365 1.69806 2.15924
C 0.43134 -3.85958 5.35275
C 0.00572 -3.22479 4.03537
C 0.06666 -4.25908 2.91583
C -1.40090 -2.64823 4.16887
O 0.99270 -2.19921 3.80773
P 0.91056 -0.99132 2.72471
O 2.29981 -0.58822 2.42037
O -0.00327 -1.46333 1.59950
O 0.03979 0.11509 3.49252
C 0.45143 1.04871 4.51971
C -0.61465 2.13281 4.49889
C 1.81998 1.66251 4.25622
C 0.43654 0.30987 5.85450
H -0.26650 -4.64873 5.64046
H 0.45270 -3.10458 6.14003
H 1.42996 -4.28821 5.25737
H -0.58608 -5.10384 3.15048
H 1.08874 -4.62676 2.80755
H -0.24771 -3.81483 1.97384
H -2.11076 -3.45833 4.35288
H -1.68806 -2.12774 3.25654
H -1.44924 -1.94598 5.00120
H -0.63062 2.60461 3.51859
H -0.39671 2.89108 5.25455
H -1.59973 1.70903 4.70429
H 1.82670 2.15040 3.28187
H 2.60706 0.91151 4.26716
H 2.01730 2.40127 5.03772
H -0.54825 -0.12670 6.02958
H 0.65806 1.00211 6.67001
H 1.18160 -0.48707 5.85694
F -2.97398 4.93494 -3.12606
C -2.75087 4.91513 -1.79968
C -1.52957 4.66939 -1.31187
N -1.25569 4.69371 0.03312
C 0.06363 4.25205 0.48927
C 0.29314 2.74910 0.18846
O 1.06595 2.14420 0.94962
O -0.31046 2.30703 -0.81277
C -2.25057 4.90449 0.96061
O -2.08189 4.89823 2.16349
N -3.50196 5.13782 0.41019
C -3.87886 5.15958 -0.92924
O -5.02928 5.36674 -1.26257
H -0.69996 4.43346 -1.95977
H 0.14297 4.45441 1.55119
H 0.82045 4.83319 -0.04267
H -4.23890 5.28531 1.08349

***

124
Properties=species:S:1:pos:R:3 method="wB97M-V/def2-TZVPD" relative_energy_kcal_mol=29.1 total_charge=0 orbital_gap_ha=0.1630 homo_ev=-8.60 total_energy_ev=-83040.82040 molar_mass_da=878.98
C 43.04430 -22.14721 -6.32890
C 42.06566 -21.18497 -7.01059
C 41.15324 -22.00748 -7.93873
C 40.19081 -22.96880 -7.34148
C 39.25881 -21.92854 -6.55398
C 40.09444 -21.11587 -5.50771
N 41.24139 -20.46618 -6.03340
O 41.78796 -19.55514 -5.35756
C 40.38646 -21.83763 -4.16871
C 38.99707 -19.92026 -5.14429
C 42.76697 -20.17407 -7.87763
H 43.60864 -21.56627 -5.53504
H 43.78431 -22.67192 -7.10332
H 42.60248 -22.99988 -5.85366
H 41.61416 -22.48132 -8.85337
H 40.58697 -21.08067 -8.58733
H 40.76197 -23.63873 -6.57086
H 39.51252 -23.42997 -8.11139
H 38.38489 -22.29003 -6.03256
H 38.74746 -21.38115 -7.30885
H 41.18126 -21.40096 -3.38541
H 41.15814 -22.48250 -4.40185
H 39.47071 -22.16970 -3.68604
H 38.61869 -19.30694 -6.00938
H 39.50460 -19.20031 -4.63482
H 38.26438 -20.28409 -4.55070
H 43.74094 -19.83646 -7.47789
H 42.03539 -19.48694 -8.07689
H 43.25488 -20.54074 -8.83501
C 38.97552 -19.48218 -10.53833
O 38.79113 -19.54750 -9.30514
O 38.27783 -18.31757 -11.08242
O 39.68108 -20.18769 -11.23341
H 37.81024 -17.73049 -10.59808
C 43.97911 -20.41961 -11.81912
C 45.07616 -21.45449 -12.02683
C 44.62663 -22.89710 -12.23406
C 43.16562 -23.14069 -12.47001
C 42.07628 -22.14059 -12.13158
C 42.70435 -20.70638 -11.70593
N 42.73435 -24.41449 -13.03066
O 41.47426 -24.52870 -13.47658
O 43.47668 -25.34562 -12.86442
H 44.20557 -19.42826 -11.51771
H 46.20058 -21.18951 -12.08452
H 45.26200 -23.69761 -12.45026
H 41.15385 -22.07690 -11.95162
H 41.84324 -20.03202 -11.70907
C 35.18952 -18.14388 -9.62563
C 33.86490 -17.43217 -9.65836
C 32.57189 -18.31179 -9.35026
C 32.66813 -19.74195 -8.88063
C 34.14654 -20.41440 -8.80653
C 35.27618 -19.47565 -9.14943
N 31.54075 -20.63753 -8.63306
O 31.83604 -21.79215 -8.15951
O 30.48504 -20.34886 -9.22150
H 36.12314 -17.44778 -9.65506
H 33.63551 -16.39688 -9.81273
H 31.46729 -18.01359 -9.34639
H 34.52459 -21.26994 -8.34563
H 36.33517 -19.84991 -8.89439
C 36.37575 -21.25540 -13.19103
C 36.09399 -22.54877 -14.00837
C 34.75169 -22.63015 -14.65953
C 33.67005 -21.63146 -14.31700
C 33.97788 -20.43352 -13.42052
C 35.32515 -20.30798 -12.84968
N 32.40154 -21.73577 -15.02407
O 31.32637 -21.59467 -14.36462
O 32.34225 -21.84242 -16.22606
H 37.29026 -21.01327 -12.77822
H 36.82070 -23.29163 -14.24845
H 34.48165 -23.42938 -15.31736
H 33.12755 -19.60881 -13.35332
H 35.57148 -19.53306 -12.38866
C 40.74273 -17.86062 -13.87493
O 41.31008 -16.76432 -13.80288
N 39.96488 -18.33448 -14.78281
C 39.10425 -19.46568 -14.38931
C 39.70352 -17.74647 -16.05174
H 40.91781 -18.51703 -12.92100
H 39.70492 -20.17250 -13.81946
H 38.66752 -20.08512 -15.35277
H 38.18335 -19.15785 -13.85263
H 38.66738 -17.49945 -16.16225
H 39.98999 -18.43908 -16.84869
H 40.23052 -16.85626 -16.15681
C 36.79843 -23.02046 -10.21653
O 36.03674 -23.28594 -9.31373
N 37.65443 -24.04329 -10.56792
C 38.72697 -23.84245 -11.67960
C 37.75716 -25.31779 -9.88415
H 36.74283 -22.30429 -10.94393
H 38.26774 -24.34600 -12.76874
H 39.71467 -24.25709 -11.35211
H 38.75496 -22.77912 -11.97168
H 38.12180 -25.27168 -8.69461
H 38.46514 -26.01965 -10.45150
H 36.82681 -26.06851 -9.54873
C 33.85196 -17.05890 -13.45143
O 33.21659 -16.58150 -12.47884
N 35.13878 -16.85776 -13.63978
C 35.64637 -16.99505 -15.07010
C 36.11964 -16.41644 -12.71019
H 33.38952 -17.45275 -14.44425
H 35.71234 -17.99736 -15.61060
H 36.60586 -16.71916 -15.12057
H 35.31836 -16.45989 -16.05190
H 36.54761 -17.39530 -12.21034
H 35.84931 -15.79790 -11.75665
H 36.79969 -15.90334 -13.28066
C 40.87518 -16.67546 -8.13219
O 41.03773 -16.61418 -6.88248
N 41.68126 -16.07098 -9.02780
C 41.35518 -16.11017 -10.37034
C 42.83242 -15.16934 -8.61305
H 40.13695 -17.27270 -8.55972
H 41.51513 -16.95951 -10.83970
H 41.88773 -15.40636 -11.10745
H 40.42267 -15.65992 -10.54040
H 42.53078 -14.24180 -8.92656
H 43.56514 -15.51156 -9.26490
H 42.93075 -15.32613 -7.53536

***

119
Properties=species:S:1:pos:R:3 method="wB97M-V/def2-TZVPD" total_charge=0 orbital_gap_ha=0.1751 homo_ev=-5.08 spin_multiplicity=6 total_energy_ev=-251820.00363 molar_mass_da=1127.49 s2=9.346
Dy 0.71750 -0.33385 1.79926
C 3.21295 -1.79635 -0.04434
C 3.30737 -0.38821 -0.58073
N 2.12217 0.43444 -0.26844
C 2.54100 1.83429 -0.20142
C 2.92597 2.22831 1.20433
C 3.66044 3.38823 1.44715
C 3.92320 3.70408 2.78338
C 3.48487 2.89753 3.82482
C 2.79850 1.72800 3.51479
C 2.19871 0.79482 4.48092
N 1.77213 -0.51753 3.93845
C 2.88762 -1.52191 3.80999
C 3.53517 -1.54721 2.43338
N 2.57195 -1.81565 1.34145
N 2.46652 1.47623 2.21549
H 4.23860 -2.20914 0.05322
H 2.70304 -2.48967 -0.74024
H 3.53538 -0.42300 -1.67911
H 4.19436 0.09031 -0.17251
H 1.44845 0.37433 -1.02431
H 1.74980 2.50046 -0.61561
H 3.43906 1.94457 -0.86276
H 4.03144 4.04916 0.63969
H 4.48746 4.60981 2.99420
H 3.69156 3.17287 4.86261
H 1.33236 1.30715 4.96625
H 2.98068 0.62606 5.26811
H 1.07794 -0.91272 4.59753
H 2.49437 -2.47582 4.12155
H 3.66970 -1.24701 4.54929
H 4.35448 -2.31544 2.41195
H 4.05624 -0.58060 2.21204
H 2.20880 -2.75575 1.46348
C 1.76571 1.75036 -3.80288
Si 0.78744 3.25898 -3.40191
C 0.10475 3.76454 -5.05384
C 1.92400 4.72003 -2.91877
C -0.50209 2.98695 -2.13519
C -1.32005 1.83256 -2.14753
C -2.40552 1.76734 -3.07629
C -3.21684 0.61650 -3.14856
C -2.93593 -0.40502 -2.24291
C -1.90382 -0.22855 -1.31993
N -1.07026 0.80514 -1.27524
Si -1.05445 4.46435 -1.15969
C 0.21081 5.12296 0.12728
C -1.47636 5.94707 -2.27187
C -2.67022 4.20986 -0.23221
H 2.54565 2.06963 -4.57072
H 1.20445 1.01587 -4.37140
H 2.28035 1.28403 -2.94738
H 0.88160 3.92335 -5.79461
H -0.46887 4.72444 -4.93810
H -0.59239 3.01033 -5.41637
H 2.81828 4.71970 -3.57213
H 2.30058 4.64035 -1.88810
H 1.43124 5.70583 -2.97581
H -2.51991 2.61465 -3.76627
H -4.03610 0.55072 -3.83805
H -3.56309 -1.28627 -2.13063
H -1.74422 -1.02181 -0.58615
H 1.24176 5.00032 -0.21319
H 0.09754 4.61761 1.06534
H -0.00226 6.19366 0.25438
H -0.69041 6.14997 -3.00551
H -1.66313 6.79666 -1.61466
H -2.43163 5.67914 -2.71273
H -2.63027 3.49641 0.58966
H -3.50269 3.92928 -0.90456
H -2.92498 5.20461 0.17872
C 1.09959 -5.50362 -0.00300
As -0.24526 -4.09925 0.48109
C -1.27504 -5.35042 1.65286
C -1.32973 -4.40335 -1.15219
C -2.62870 -4.91139 -1.12926
C -3.18641 -5.44193 -2.27034
C -2.49992 -5.45037 -3.47186
C -1.25049 -4.85643 -3.52438
C -0.68837 -4.26449 -2.39820
As 0.57002 -2.79086 -2.65040
C 2.08518 -3.79332 -3.47462
C -0.08547 -2.03603 -4.40484
H 0.70698 -6.02268 -0.86957
H 1.23417 -6.16749 0.82713
H 2.09179 -5.03891 -0.27884
H -1.43843 -6.27128 1.12400
H -2.24060 -4.91990 1.93943
H -0.73594 -5.54785 2.55340
H -3.17178 -4.86995 -0.20023
H -4.16125 -5.92625 -2.21875
H -2.92645 -5.94795 -4.31775
H -0.73309 -4.78276 -4.46877
H 1.73533 -4.63884 -4.08500
H 2.74964 -4.15300 -2.66779
H 2.65592 -3.09600 -4.08621
H -1.08149 -2.43290 -4.63481
H 0.55779 -2.25613 -5.26746
H -0.19185 -0.95670 -4.35526
N -2.09312 1.24671 4.60416
C -1.95084 2.15875 3.60829
N -2.75076 3.22102 3.70193
S -0.73180 2.06486 2.43402
H -2.72409 1.42947 5.37868
H -1.66414 0.33530 4.50881
H -3.57231 3.17521 4.30424
H -2.70213 3.96265 3.00502
Cl -4.18956 -0.12536 1.47916
C -3.76241 -1.17327 2.72877
C -4.83608 -1.69855 3.45245
C -4.59089 -2.64451 4.45167
C -3.26087 -3.05824 4.72412
C -2.23120 -2.50912 4.02095
Cl -0.58463 -3.00512 4.44394
C -2.34338 -1.56118 2.93012
N -1.32842 -1.10942 2.29348
H -5.84606 -1.40535 3.20687
H -5.42228 -3.05401 5.02353
H -3.11962 -3.78212 5.52537